1.
Entry from the Open Molecules 2025 dataset: ClHNO2P in the gas phase (ωB97M-V/def2-TZVPD).

The energy relative to the best compared isomer or geometry (same formula, charge and spin) comes out at 16.6 kcal per mole. Its charge is 0. The value obtained for the HOMO energy (spin up / spin down) is -10.437 / -10.084 eV. For the LUMO energy (spin up / spin down), the calculation gives -0.699 / -3.015 eV. The value obtained for the HOMO-LUMO gap (spin up / spin down) is 0.3578 / 0.2598 Ha.

CARTESIAN COORDINATES (ANGSTROEM)
Cl (-4.10, 0.65, 0.23)
P (-2.71, -0.56, -0.56)
O (-1.40, 0.48, -0.40)
O (-2.45, -1.64, 0.43)
N (-0.46, -0.17, 0.32)
H (0.46, 0.35, 0.27)

2.
Entry from the Open Molecules 2025 dataset: a molecular structure, C28H28BrN4O6Zn (ωB97M-V/def2-TZVPD).

Its charge is -1. The value obtained for the HOMO energy is -4.310 eV. For the LUMO energy, the calculation gives 2.424 eV. The value obtained for the HOMO-LUMO gap is 0.2474 Ha.

CARTESIAN COORDINATES (ANGSTROEM)
Br (-0.67, 3.09, -4.72)
Zn (-0.64, -0.38, 0.28)
O (1.43, -0.78, 0.08)
O (1.24, 0.64, 4.27)
O (-0.14, 0.09, 2.13)
O (-2.02, -1.77, -0.07)
O (0.62, 0.46, -3.61)
O (-0.42, -0.07, -1.70)
N (2.07, -2.78, -0.79)
N (-3.25, 0.19, -0.28)
N (-2.29, 0.68, 0.56)
N (3.64, -1.19, -0.08)
C (-0.49, 1.15, 2.76)
C (0.35, 4.84, -1.13)
C (-0.05, 2.65, 4.66)
C (-1.84, 3.16, 3.16)
C (-5.32, -2.94, -3.63)
C (4.75, -2.09, -0.29)
C (0.44, 2.48, -0.74)
C (3.10, -3.78, -0.99)
C (0.12, 2.21, -2.07)
C (-1.58, 2.01, 2.41)
C (0.02, 4.60, -2.46)
C (-4.41, -3.68, -2.88)
C (1.84, 0.81, 5.53)
C (0.24, 1.52, 3.94)
C (0.55, 3.78, -0.27)
C (-2.97, -1.06, -0.58)
C (-4.77, -0.98, -2.35)
C (4.41, -3.10, -1.37)
C (0.68, -3.13, -1.01)
C (0.09, 0.74, -2.53)
C (2.33, -1.56, -0.24)
C (-2.53, 1.63, 1.38)
C (-1.10, 3.50, 4.26)
C (-3.68, -3.06, -1.87)
C (-0.10, 3.30, -2.91)
C (-3.85, -1.71, -1.60)
C (3.94, 0.06, 0.58)
C (-5.50, -1.59, -3.35)
H (-6.21, -1.01, -3.93)
H (-2.67, 3.80, 2.86)
H (-3.51, 2.11, 1.37)
H (2.78, -4.45, -1.78)
H (4.71, 0.60, 0.02)
H (1.09, 0.86, 6.33)
H (0.64, -4.01, -1.65)
H (-4.88, 0.08, -2.13)
H (0.16, -2.31, -1.51)
H (2.45, 1.72, 5.57)
H (-2.96, -3.62, -1.28)
H (4.31, -0.11, 1.60)
H (0.64, 1.65, -0.08)
H (0.16, -3.34, -0.07)
H (3.25, -4.37, -0.08)
H (3.04, 0.66, 0.63)
H (-0.14, 5.42, -3.15)
H (0.44, 5.86, -0.78)
H (5.01, -2.61, 0.64)
H (-4.26, -4.73, -3.09)
H (2.47, -0.06, 5.69)
H (4.28, -2.58, -2.32)
H (5.62, -1.50, -0.58)
H (-5.87, -3.41, -4.43)
H (0.53, 2.92, 5.54)
H (-1.31, 4.39, 4.83)
H (5.20, -3.84, -1.48)
H (0.77, 3.94, 0.78)

3.
Entry from the Open Molecules 2025 dataset: a molecular structure, C25H27ClF2N8O4ReSSe (ωB97M-V/def2-TZVPD).

The energy relative to the best compared isomer or geometry (same formula, charge and spin) comes out at 36.2 kcal per mole. Its charge is +2. As for the multiplicity: 4. The value obtained for the HOMO energy (spin up / spin down) is -12.825 / -12.248 eV. For the LUMO energy (spin up / spin down), the calculation gives -4.534 / -7.583 eV. The value obtained for the HOMO-LUMO gap (spin up / spin down) is 0.3047 / 0.1714 Ha.

CARTESIAN COORDINATES (ANGSTROEM)
Re (-1.00, -0.42, 0.44)
Se (1.93, 3.21, 1.47)
Cl (-2.01, 1.87, 1.67)
S (-5.04, -3.01, 0.90)
F (3.14, 2.33, -1.74)
F (4.20, -1.39, 0.84)
O (-1.21, 0.77, 2.29)
O (-1.46, 3.12, 1.98)
O (-1.84, 1.57, 0.21)
O (-3.38, 1.76, 2.03)
N (-0.92, -1.02, -1.57)
N (3.77, 5.40, 1.23)
N (0.02, -2.06, 1.27)
N (-4.36, -0.85, 2.33)
N (1.70, 6.03, 1.01)
N (-0.76, -2.07, -5.58)
N (-2.91, -2.57, -0.40)
N (-2.99, -1.54, 0.53)
C (-1.59, -0.64, -3.84)
C (1.47, -3.89, 2.76)
C (1.38, -1.93, 1.38)
C (2.11, -2.85, 2.13)
C (-0.17, -2.06, -1.99)
C (3.26, -0.56, 0.36)
C (-4.00, -4.61, -1.22)
C (-2.89, -5.62, -0.93)
C (-3.88, -3.40, -0.34)
C (0.96, 0.11, 0.12)
C (4.96, 4.57, 1.39)
C (1.91, -0.77, 0.66)
C (-0.81, -1.73, -4.28)
C (2.74, 1.31, -0.96)
C (0.09, -4.02, 2.63)
C (2.48, 7.14, 0.88)
C (-0.59, -3.09, 1.89)
C (0.24, 6.00, 0.90)
C (3.70, 0.47, -0.44)
C (-0.09, -2.44, -3.30)
C (3.78, 6.74, 1.02)
C (2.49, 4.95, 1.23)
C (-1.61, -0.33, -2.50)
C (-4.06, -1.65, 1.30)
C (1.39, 1.16, -0.70)
H (-0.05, 5.72, -0.11)
H (-2.99, -6.04, 0.07)
H (-1.66, -3.14, 1.77)
H (-3.91, 0.04, 2.43)
H (-2.93, -6.43, -1.65)
H (3.18, -2.72, 2.22)
H (4.69, 7.32, 0.98)
H (-0.19, -2.83, -5.89)
H (-2.21, 0.49, -2.14)
H (-2.17, -0.05, -4.53)
H (4.79, 3.85, 2.19)
H (-1.26, -1.55, -6.28)
H (5.79, 5.22, 1.66)
H (0.52, -3.29, -3.57)
H (-0.45, -4.82, 3.11)
H (-3.96, -4.27, -2.25)
H (-0.13, 7.00, 1.13)
H (5.18, 4.05, 0.46)
H (2.06, 8.11, 0.71)
H (-0.16, 5.29, 1.61)
H (0.37, -2.59, -1.23)
H (-1.91, -5.14, -1.01)
H (4.75, 0.60, -0.66)
H (0.68, 1.84, -1.17)
H (-5.24, -0.98, 2.82)
H (2.04, -4.60, 3.35)
H (-4.98, -5.06, -1.07)

Computed molar mass (g/mol) in order:
113.4; 661.8; 874.2